# 1
24
Properties=species:S:1:pos:R:3 method="wB97M-V/def2-TZVPD" orbital_gap_ev="10.08 / 7.13" charge=+3 homo_ha="-0.8345 / -0.8685" lumo_ha="-0.4640 / -0.6065" s2=8.792 multiplicity=6
C 2.696 2.865 -2.711
O -0.661 -0.870 -3.867
O -1.461 2.795 -2.010
N -0.993 -0.909 1.451
H -1.676 -1.642 3.257
C -0.022 -0.144 -3.216
H 1.073 0.520 2.364
H 0.119 -1.448 3.150
H -0.904 -0.009 3.345
C -0.864 -1.015 2.885
H -2.649 -2.094 1.529
O -0.419 -0.229 -0.535
O 2.882 -1.267 -1.675
H 1.957 0.211 0.829
C 2.112 -0.423 -1.843
C -0.548 2.085 -2.040
C 1.011 0.575 1.264
C -2.067 -1.576 0.768
Fe 0.671 0.713 -1.865
H -1.727 -2.337 0.031
O 3.454 3.654 -3.033
C -0.157 -0.206 0.723
H 0.928 1.636 0.970
H -2.755 -0.885 0.230

---

# 2
77
Properties=species:S:1:pos:R:3 method="wB97M-V/def2-TZVPD" orbital_gap_ev=5.94 charge=+1 homo_ha=-0.3647 lumo_ha=-0.1462 multiplicity=1
H 4.686 -0.762 6.724
C -7.171 0.395 12.028
C -2.400 0.968 8.633
N 3.846 0.621 8.137
H 1.814 -2.764 2.337
Si 1.765 -0.306 2.458
H -3.559 0.640 4.124
C -0.682 0.083 3.538
H -0.531 -0.759 8.035
H 2.659 1.056 0.620
H 1.849 -1.123 8.579
H -5.517 1.609 11.422
C -0.134 0.893 6.672
H -5.722 -2.131 10.135
H 5.636 1.290 10.139
O 0.562 -0.300 3.778
H 1.752 2.071 1.755
C -2.408 -0.007 1.729
H 0.813 -2.066 1.029
H -2.749 1.023 1.596
C -3.451 0.778 9.556
H -1.256 -1.147 5.173
C -6.386 -1.278 9.833
C 1.748 1.091 1.254
H -1.780 1.862 5.521
H 5.654 -1.157 9.588
H -7.983 -2.493 10.667
H -7.832 1.090 11.491
H 6.652 2.315 9.040
H 3.222 0.734 4.198
C 1.737 -1.937 1.611
C 4.505 -0.664 7.825
H -4.308 0.930 5.833
C 0.216 -0.121 7.576
C -3.980 0.689 6.859
H -3.390 -0.998 4.866
H 5.006 2.191 7.281
H -5.022 0.022 12.100
C 4.694 1.800 8.271
O -7.642 -0.947 11.934
C -3.090 -0.879 2.722
H 0.884 1.046 0.577
C 2.061 1.867 6.990
O -0.990 0.002 2.234
H -4.185 -0.954 2.588
C 5.845 -0.834 8.548
C -5.766 0.542 11.446
H 3.833 -1.491 8.116
C -1.551 -0.024 4.706
H 4.140 2.585 8.797
C -1.567 0.947 6.114
H 3.390 -1.056 4.168
H 2.779 2.658 6.755
C -4.723 0.378 9.172
C -4.956 0.326 7.769
H -7.162 0.634 13.101
C -7.719 -1.422 10.590
H -2.686 -1.905 2.576
H 0.486 2.874 5.962
C 3.280 -0.153 3.526
H -6.591 -1.378 8.757
H 4.189 -0.060 2.898
N -5.728 0.012 10.076
C 0.774 1.937 6.455
C 2.500 0.755 7.717
C -2.626 0.773 7.218
C -2.959 -0.288 4.130
C 1.554 -0.248 8.002
H -3.227 0.834 10.633
H -5.927 -0.016 7.426
H 6.467 -1.572 8.019
C 5.942 1.477 9.092
H -1.456 1.295 9.047
H 2.595 -2.023 0.914
H -8.498 -0.876 10.018
O 6.635 0.357 8.533
H -2.419 -0.499 0.753

---

Computed DFT total energy (eV) in order:
-54518.9319, -49778.4206
Computed molar mass (g/mol) in order:
255.01, 509.74